6 unconnected molecules or ions with the total composition C27H30O15 at a distorted geometry. Source: the OMol25 dataset; level of theory: ωB97M-V with the def2-TZVPD basis set.

XYZ file:
```
72
Properties=species:S:1:pos:R:3
C 18.589 -16.298 -15.905
C 17.418 -16.047 -15.204
C 17.243 -14.842 -14.515
C 18.233 -13.868 -14.490
C 19.357 -14.128 -15.240
C 19.587 -15.318 -15.960
O 20.585 -15.468 -16.859
O 16.145 -14.699 -13.699
H 18.846 -17.125 -16.557
H 16.623 -16.773 -15.087
H 18.057 -13.013 -13.853
H 20.155 -13.391 -15.184
H 21.303 -14.869 -16.607
H 15.461 -15.309 -13.990
C 27.567 -17.411 -11.416
C 27.580 -16.130 -10.920
C 26.631 -15.200 -11.374
C 25.723 -15.533 -12.368
C 25.598 -16.887 -12.755
C 26.649 -17.744 -12.415
O 26.495 -19.050 -12.835
O 26.505 -14.020 -10.685
H 28.250 -18.186 -11.096
H 28.248 -15.764 -10.153
H 24.899 -14.890 -12.654
H 24.800 -17.178 -13.422
H 26.842 -19.327 -13.683
H 25.580 -13.750 -10.698
C 22.420 -13.582 -12.989
C 23.113 -12.674 -13.802
C 23.839 -13.087 -14.914
C 23.778 -14.412 -15.322
C 23.028 -15.333 -14.611
C 22.387 -14.862 -13.465
O 21.607 -15.835 -12.812
O 24.422 -12.146 -15.698
H 21.836 -13.311 -12.122
H 23.169 -11.601 -13.694
H 24.263 -14.777 -16.222
H 22.792 -16.367 -14.817
H 21.205 -15.335 -12.091
H 24.726 -12.501 -16.538
C 19.950 -12.841 -7.981
C 19.551 -12.518 -9.401
O 20.657 -12.997 -10.098
C 21.655 -13.443 -9.292
O 22.747 -13.721 -9.689
O 21.214 -13.491 -8.043
H 19.216 -13.528 -7.553
H 20.016 -12.030 -7.255
H 19.387 -11.447 -9.547
H 18.646 -13.041 -9.716
C 19.342 -8.500 -15.778
C 18.390 -9.212 -14.830
O 19.237 -10.004 -14.000
C 20.538 -9.829 -14.354
O 21.446 -10.189 -13.662
O 20.609 -9.053 -15.410
H 19.521 -7.429 -15.684
H 19.189 -8.757 -16.825
H 17.736 -9.836 -15.441
H 17.716 -8.561 -14.276
C 28.401 -14.086 -19.479
C 28.492 -14.344 -17.982
O 27.159 -14.121 -17.564
C 26.414 -13.547 -18.600
O 25.243 -13.437 -18.578
O 27.290 -13.194 -19.590
H 28.106 -14.940 -20.090
H 29.323 -13.653 -19.858
H 29.012 -13.532 -17.470
H 28.909 -15.334 -17.811
```

## Properties
* LUMO energy: 0.47 eV
* orbital gap: 7.942 eV
* structure (SMILES): Oc1ccc(O)cc1.Oc1ccc(O)cc1.Oc1ccc(O)cc1.O=C1OCCO1.O=C1OCCO1.O=C1OCCO1
* HOMO: -0.2747 Eh

Mulliken atomic charge list, values in e, 8 entries: -0.67 -0.74 0.95 -0.79 0.15 0.29 -0.57 -0.54

***

9 unconnected molecules or ions with the total composition C39H100N4O13 at a distorted geometry. Source: the OMol25 dataset; level of theory: ωB97M-V with the def2-TZVPD basis set.

XYZ file:
```
156
Properties=species:S:1:pos:R:3
C -0.719 2.759 0.588
O -0.920 1.464 0.077
C 0.220 0.674 0.335
C 0.021 -0.671 -0.341
N -0.893 -1.516 0.425
C -1.082 -2.825 -0.202
C -2.183 -3.570 0.529
O -3.483 -3.085 0.252
C -3.953 -3.456 -1.025
H 0.070 3.237 -0.011
H -0.425 2.834 1.641
H -1.643 3.330 0.467
H 0.432 0.590 1.406
H 1.111 1.141 -0.105
H 0.975 -1.185 -0.463
H -0.298 -0.440 -1.368
H -1.822 -1.096 0.427
H -0.194 -3.448 -0.081
H -1.379 -2.705 -1.253
H -2.009 -3.471 1.601
H -2.044 -4.636 0.308
H -3.704 -4.495 -1.254
H -3.578 -2.787 -1.809
H -5.037 -3.336 -1.034
C -2.699 0.766 3.544
O -2.365 1.949 4.237
C -1.455 1.694 5.301
C -1.473 2.887 6.252
N -2.488 2.863 7.290
C -2.457 4.007 8.171
C -3.472 5.066 7.781
O -4.764 4.494 7.976
C -5.711 4.977 7.032
H -3.079 -0.046 4.178
H -1.885 0.331 2.956
H -3.573 1.036 2.951
H -0.464 1.675 4.840
H -1.677 0.772 5.841
H -1.588 3.784 5.621
H -0.499 3.017 6.728
H -3.416 2.826 6.887
H -1.482 4.489 8.316
H -2.625 3.780 9.233
H -3.340 5.227 6.700
H -3.350 6.055 8.231
H -6.609 4.368 7.119
H -5.334 4.947 6.009
H -5.993 5.992 7.331
C 3.360 1.086 -3.399
O 4.028 0.201 -2.521
C 3.210 -0.316 -1.503
C 3.456 0.507 -0.200
N 4.864 0.782 0.094
C 5.602 -0.125 0.938
C 5.326 -1.642 0.764
O 4.034 -1.974 1.180
C 3.799 -3.356 1.280
H 3.857 1.185 -4.357
H 3.254 2.081 -2.941
H 2.294 0.856 -3.503
H 3.367 -1.385 -1.339
H 2.140 -0.179 -1.703
H 2.992 0.052 0.680
H 2.928 1.461 -0.314
H 5.247 0.882 -0.844
H 5.295 0.090 1.973
H 6.681 0.010 0.978
H 6.037 -2.246 1.339
H 5.513 -1.726 -0.320
H 4.263 -3.803 2.169
H 4.144 -3.841 0.362
H 2.737 -3.549 1.441
C -0.118 -2.505 -6.226
O 0.790 -2.864 -5.171
C 0.262 -2.533 -3.908
C 1.251 -2.970 -2.846
N 1.018 -4.338 -2.434
C 2.076 -4.797 -1.557
C 2.083 -6.284 -1.169
O 2.395 -7.079 -2.310
C 2.277 -8.457 -2.033
H -1.124 -2.797 -5.900
H 0.168 -3.062 -7.108
H -0.142 -1.413 -6.236
H -0.686 -3.079 -3.775
H -0.083 -1.494 -3.817
H 1.230 -2.362 -1.945
H 2.228 -2.850 -3.340
H 0.938 -4.936 -3.247
H 1.989 -4.198 -0.646
H 3.084 -4.567 -1.939
H 1.067 -6.476 -0.816
H 2.876 -6.403 -0.430
H 2.461 -9.097 -2.895
H 1.332 -8.814 -1.608
H 3.045 -8.731 -1.297
C -1.516 -6.887 -2.290
C -1.459 -7.288 -3.774
C -0.951 -6.186 -4.698
O -0.570 -8.409 -3.857
H -1.601 -7.788 -1.692
H -2.316 -6.171 -2.102
H -0.547 -6.404 -2.136
H -2.457 -7.613 -4.082
H -1.472 -5.266 -4.419
H -1.102 -6.391 -5.757
H 0.123 -6.002 -4.615
H 0.243 -7.972 -3.556
C 0.288 2.047 -4.924
C -0.106 3.015 -3.816
C -1.436 2.651 -3.157
O 0.910 2.843 -2.814
H -0.272 2.260 -5.840
H -0.114 1.084 -4.601
H 1.352 2.085 -5.130
H -0.082 4.062 -4.139
H -2.308 2.558 -3.809
H -1.549 3.374 -2.351
H -1.326 1.620 -2.810
H 1.061 3.661 -2.319
C 2.382 1.179 4.031
C 2.667 2.654 3.744
C 2.010 3.571 4.800
O 4.051 2.954 3.744
H 2.548 1.117 5.112
H 3.024 0.426 3.574
H 1.345 0.913 3.822
H 2.222 2.964 2.788
H 2.167 4.586 4.425
H 2.567 3.427 5.723
H 0.925 3.490 4.793
H 4.419 2.626 2.917
C 1.783 7.790 -1.631
C 1.538 6.475 -2.387
C 2.791 6.000 -3.132
O 1.219 5.417 -1.465
H 2.114 8.525 -2.361
H 2.456 7.627 -0.795
H 0.786 8.036 -1.254
H 0.728 6.534 -3.122
H 2.941 4.924 -3.196
H 3.650 6.384 -2.574
H 2.821 6.434 -4.132
H 0.548 5.740 -0.850
C -4.106 0.727 0.018
C -4.981 1.964 -0.105
C -6.361 1.648 -0.655
O -5.065 2.631 1.142
H -4.652 -0.045 0.573
H -3.180 0.913 0.561
H -3.825 0.238 -0.919
H -4.507 2.651 -0.823
H -7.079 2.444 -0.472
H -6.784 0.755 -0.174
H -6.273 1.270 -1.675
H -4.187 2.917 1.408
```

## Properties
* LUMO energy: 0.34 eV
* orbital gap: 8.832 eV
* structure (SMILES): COCCNCCOC.COCCNCCOC.COCCNCCOC.COCCNCCOC.CC(C)O.CC(C)O.CC(C)O.CC(C)O.CC(C)O
* HOMO: -0.3123 Eh

Mulliken atomic charge list, values in e, 8 entries: -0.78 1.03 0.66 0.33 -0.08 1.16 -1.13 -0.32

***

2 unconnected molecules or ions with the total composition H3INP at a distorted geometry. Source: the OMol25 dataset; level of theory: ωB97M-V with the def2-TZVPD basis set.

XYZ file:
```
6
Properties=species:S:1:pos:R:3
N -2.887 0.129 0.274
P -1.474 0.694 -0.086
I 4.334 -0.560 0.002
H -3.241 -0.725 0.066
H 3.893 0.844 0.473
H -0.626 -0.383 -0.729
```

## Properties
* LUMO energy: -0.45 eV
* orbital gap: 9.223 eV
* structure (SMILES): [H]/N=P\[H].I
* HOMO: -0.3556 Eh

Taken from the natural (NBO) analysis, the atomic charges in e are: -1.05 0.84 -0.09 0.36 0.09 -0.15

***

C4H9NO2 in the gas phase. Source: the OMol25 dataset; level of theory: ωB97M-V with the def2-TZVPD basis set.

XYZ file:
```
16
Properties=species:S:1:pos:R:3
C -1.214 -1.075 0.844
O -1.090 0.291 1.208
C 0.132 0.938 0.882
C 0.594 0.443 -0.461
N 1.384 -0.550 -0.609
O 1.877 -1.009 0.613
C -0.116 0.970 -1.672
H -2.088 -1.433 1.386
H -1.396 -1.213 -0.233
H -0.345 -1.691 1.108
H 0.893 0.783 1.655
H -0.100 2.009 0.836
H 2.391 -1.782 0.352
H 0.224 1.979 -1.932
H -1.190 1.033 -1.453
H 0.044 0.305 -2.522
```

## Properties
* LUMO energy: 0.94 eV
* orbital gap: 10.640 eV
* structure (SMILES): COC/C(C)=N\O
* HOMO: -0.3564 Eh

natural (NBO) atomic charge list, values in e, 8 entries: -0.26 -0.54 -0.13 0.20 -0.13 -0.58 -0.66 0.19

***

2 unconnected molecules or ions with the total composition C2H2O4 at a distorted geometry. Source: the OMol25 dataset; level of theory: ωB97M-V with the def2-TZVPD basis set.

XYZ file:
```
8
Properties=species:S:1:pos:R:3
C 0.682 -1.430 0.293
C 0.068 0.534 0.104
O -0.184 -1.832 -0.356
O 1.681 -1.423 0.908
O -0.701 0.957 0.990
O -0.264 0.972 -1.055
H -1.548 1.596 0.864
H 0.267 0.627 -1.750
```

## Properties
* LUMO energy: 0.32 eV
* orbital gap: 9.995 eV
* HOMO: -0.3556 Eh

Taken from the natural (NBO) analysis, the atomic charges in e are: 0.95 0.49 -0.57 -0.55 -0.65 -0.67 0.49 0.51

***

A molecular structure, C8H12B3BeF12N4Ni at a distorted geometry. Source: the OMol25 dataset; level of theory: ωB97M-V with the def2-TZVPD basis set.

XYZ file:
```
41
Properties=species:S:1:pos:R:3
Be -1.911 0.352 3.815
Ni 1.602 0.280 -0.275
B -0.816 -0.431 0.165
F -0.348 0.743 -0.329
F -1.333 -0.208 1.387
F -1.777 -0.936 -0.685
F 0.280 -1.204 0.133
B 1.667 0.989 2.414
F 2.701 1.477 3.207
F 1.387 1.784 1.375
F 2.106 -0.109 1.732
F 0.541 0.645 3.113
B 3.221 2.521 -0.908
F 3.747 1.399 -0.268
F 3.351 3.655 -0.119
F 3.886 2.677 -2.156
F 1.854 2.247 -1.025
C -4.585 -2.472 0.183
C -4.065 -1.861 1.443
N -3.640 -1.412 2.451
H -5.156 -3.283 0.636
H -3.825 -2.818 -0.517
H -5.301 -1.801 -0.293
C -0.298 -4.036 1.306
C 0.704 -4.586 0.431
N 1.504 -4.999 -0.249
H -0.880 -3.257 0.814
H 0.114 -3.590 2.212
H -1.098 -4.766 1.425
C 2.254 -0.020 -4.940
C 1.851 -0.036 -3.517
N 1.471 -0.058 -2.403
H 3.206 -0.530 -5.088
H 2.259 0.993 -5.343
H 1.490 -0.500 -5.551
C -0.977 4.130 0.499
C -1.122 3.336 1.726
N -1.228 2.680 2.686
H 0.053 4.483 0.468
H -1.668 4.971 0.434
H -1.223 3.549 -0.391
```

## Properties
* ⟨S²⟩: 2.00
* LUMO energy (alpha / beta): -9.90 / -9.90 eV
* orbital gap (alpha / beta): 3.777 / 3.774 eV
* 2S+1: 3
* net charge: +1
* HOMO (alpha / beta): -0.5026 / -0.5025 Eh

natural (NBO) atomic charge list, values in e, 8 entries: 1.74 1.67 1.30 -0.54 -0.57 -0.54 -0.54 1.32

***

A gas-phase ion, C2H10NSi (charge +1) at a distorted geometry. Source: the OMol25 dataset; level of theory: ωB97M-V with the def2-TZVPD basis set.

XYZ file:
```
14
Properties=species:S:1:pos:R:3
C 1.782 0.584 -0.167
C 1.222 -0.761 0.344
N -2.077 0.695 0.042
Si -0.635 -0.938 -0.101
H 1.566 0.728 -1.226
H 1.357 1.424 0.380
H 2.861 0.619 -0.046
H 1.428 -0.866 1.411
H -2.773 0.398 0.721
H -2.543 0.881 -0.842
H -1.663 1.557 0.385
H 1.758 -1.563 -0.170
H -0.880 -0.986 -1.539
H -1.405 -1.773 0.811
```

## Properties
* LUMO energy: -4.24 eV
* orbital gap: 11.299 eV
* structure (SMILES): CC[SiH2][NH3+]
* net charge: +1
* HOMO: -0.5709 Eh

natural (NBO) atomic charge list, values in e, 8 entries: -0.61 -0.85 -1.01 1.27 0.21 0.20 0.25 0.26

***

A molecular structure, C17H11N2PdS7 at a distorted geometry. Source: the OMol25 dataset; level of theory: ωB97M-V with the def2-TZVPD basis set.

XYZ file:
```
38
Properties=species:S:1:pos:R:3
Pd 0.692 0.170 0.037
S 6.289 -4.708 -0.118
C 5.027 -3.633 -0.092
S 3.369 -4.088 -0.127
C 2.663 -2.486 -0.077
C 3.536 -1.481 -0.031
S 3.079 0.194 0.015
S 5.228 -1.925 -0.025
S 0.948 -2.282 -0.089
S 0.204 4.699 0.082
C 1.872 4.325 0.158
C 2.100 2.988 0.158
C 0.904 2.193 0.099
C -0.190 3.005 0.047
C -1.551 2.532 -0.046
C -2.649 3.401 -0.054
C -3.923 2.891 -0.161
C -4.075 1.518 -0.265
C -2.937 0.730 -0.250
N -1.693 1.197 -0.140
H 2.598 5.124 0.197
H 3.101 2.587 0.207
H -2.477 4.467 0.020
H -4.781 3.552 -0.168
H -5.050 1.058 -0.356
H -3.029 -0.340 -0.329
S -1.953 -2.292 0.214
C -3.461 -2.970 0.208
N -4.013 -3.422 -0.976
C -5.238 -3.992 -1.099
C -6.028 -4.165 -0.017
C -5.530 -3.738 1.249
C -4.308 -3.165 1.357
H -3.405 -3.336 -1.779
H -5.536 -4.275 -2.099
H -7.004 -4.616 -0.119
H -6.139 -3.877 2.134
H -3.915 -2.837 2.308
```

## Properties
* LUMO energy: 2.08 eV
* orbital gap: 5.631 eV
* net charge: -1
* HOMO: -0.1304 Eh

natural (NBO) atomic charge list, values in e, 8 entries: 0.59 -0.19 -0.56 0.47 -0.41 -0.45 -0.17 0.46

***

A molecular structure, C13H26Cl2NNdO4P2 at a distorted geometry. Source: the OMol25 dataset; level of theory: ωB97M-V with the def2-TZVPD basis set.

XYZ file:
```
49
Properties=species:S:1:pos:R:3
C -0.823 0.949 -4.224
C -0.844 0.411 -2.928
N -0.022 0.912 -1.959
C 0.829 1.942 -2.238
C 0.902 2.485 -3.527
C 0.064 1.986 -4.532
C -1.723 -0.758 -2.562
P -2.013 -0.824 -0.724
Nd 0.000 0.000 0.000
P 1.926 1.190 0.229
C 1.630 2.496 -1.082
O -0.557 -3.693 -2.958
O 0.611 -3.730 -0.494
H -1.491 0.536 -4.985
H 1.599 3.303 -3.729
H 0.100 2.404 -5.543
C -3.514 0.205 -0.436
C -2.582 -2.534 -0.382
H 2.551 2.995 -1.431
H 1.007 3.254 -0.567
H -1.192 -1.717 -2.780
H -2.653 -0.757 -3.158
C 2.293 2.150 1.752
C 3.548 0.439 -0.219
H 0.712 -2.730 -0.504
H 0.324 -3.904 0.421
H -0.200 -3.858 -2.044
H 0.258 -3.568 -3.477
H -0.783 1.295 0.722
H 0.856 -1.304 -0.685
H -4.389 -0.180 -0.989
H -3.732 0.214 0.645
H -3.290 1.238 -0.749
H -3.449 -2.815 -1.004
H -1.737 -3.211 -0.572
H -2.849 -2.590 0.687
H 4.364 1.182 -0.245
H 3.784 -0.343 0.523
H 3.441 -0.046 -1.203
H 3.165 2.816 1.633
H 1.395 2.731 2.016
H 2.484 1.429 2.564
Cl -1.139 -2.570 4.541
C -0.294 -1.004 4.527
Cl 1.428 -1.253 4.906
C -0.424 -0.360 3.186
O -0.971 0.828 3.086
O 0.034 -0.972 2.114
H -0.735 -0.349 5.309
```

## Properties
* ⟨S²⟩: 3.77
* LUMO energy (alpha / beta): -0.60 / -0.57 eV
* orbital gap (alpha / beta): 5.396 / 5.393 eV
* 2S+1: 4
* HOMO (alpha / beta): -0.2203 / -0.2192 Eh

Mulliken atomic charge list, values in e, 8 entries: -0.91 0.54 0.23 0.66 -0.97 -0.38 -0.74 0.84

***

A molecular structure, C30H33BF3N5O6S5SeW. Source: the OMol25 dataset; level of theory: ωB97M-V with the def2-TZVPD basis set.

XYZ file:
```
85
Properties=species:S:1:pos:R:3
W 0.288 0.261 0.682
F 3.865 0.957 4.483
C 4.681 0.730 3.444
F 4.887 1.908 2.830
F 5.848 0.299 3.916
C 4.073 -0.269 2.491
C 4.594 -1.534 2.326
C 3.935 -2.430 1.477
C 2.792 -2.032 0.829
N 2.301 -0.780 0.939
C 2.932 0.063 1.765
S 2.009 1.507 1.936
H 5.483 -1.835 2.864
H 4.300 -3.437 1.344
H 2.251 -2.729 0.217
O 0.158 -1.232 -0.828
S 0.489 -2.645 -1.352
C 0.474 -2.389 -3.155
C 0.944 -0.987 -3.517
C 2.323 -0.614 -2.962
C 2.605 0.883 -3.005
S 1.295 1.831 -2.208
O 1.350 1.255 -0.750
C 2.059 3.405 -2.045
C 1.562 4.416 -2.856
C 2.170 5.663 -2.800
C 3.227 5.876 -1.928
C 3.693 4.854 -1.104
C 3.116 3.600 -1.159
C -0.931 -3.675 -1.145
C -0.723 -5.030 -1.362
C -1.801 -5.892 -1.234
C -3.045 -5.399 -0.863
C -3.221 -4.041 -0.619
C -2.158 -3.163 -0.763
H -0.538 -2.579 -3.510
H 1.133 -3.169 -3.543
H 0.186 -0.285 -3.162
H 0.952 -0.914 -4.607
H 3.110 -1.117 -3.527
H 2.427 -0.940 -1.925
H 2.623 1.282 -4.023
H 3.538 1.146 -2.507
H 0.715 4.237 -3.507
H 1.807 6.468 -3.423
H 3.689 6.853 -1.879
H 4.508 5.040 -0.418
H 3.450 2.798 -0.514
H 0.259 -5.414 -1.617
H -1.662 -6.951 -1.403
H -3.878 -6.079 -0.746
H -4.184 -3.667 -0.299
H -2.263 -2.112 -0.539
C -3.102 -0.835 -2.815
N -3.634 -0.298 -1.571
C -4.924 -0.471 -1.134
C -5.081 0.343 -0.062
N -3.904 1.015 0.149
B -3.777 2.256 1.118
N -3.071 1.841 2.455
C -3.739 1.441 3.582
C -2.832 1.286 4.578
N -1.608 1.599 4.054
C -0.377 1.633 4.835
C -1.771 1.922 2.755
S -0.542 2.486 1.659
C -3.024 0.600 -0.765
S -1.418 1.185 -1.026
H -3.622 -1.759 -3.050
H -2.040 -1.029 -2.690
H -3.242 -0.119 -3.624
H -5.617 -1.122 -1.637
H -5.947 0.525 0.549
H -3.134 3.102 0.568
H -4.898 2.579 1.401
H -4.808 1.327 3.592
H -2.953 0.991 5.606
H -0.199 0.654 5.274
H -0.469 2.378 5.623
H 0.453 1.894 4.188
O 0.318 -0.500 2.565
Se -0.962 -1.643 2.451
O -1.984 -1.632 3.655
O -1.454 -0.643 1.119
O -0.333 -2.993 1.855
```

## Properties
* LUMO energy: -7.36 eV
* orbital gap: 6.083 eV
* net charge: +2
* HOMO: -0.4938 Eh

Mulliken atomic charge list, values in e, 8 entries: 0.30 -0.20 0.61 -0.19 -0.28 -0.03 -0.42 -1.48